Entry 1:
The following is a DFT calculation (ωB97M-V/def2-TZVPD) of a structure of composition C31H32As2N3O3Pd in a non-equilibrium geometry.

Structure (ORCA input):
```
! wB97M-V def2-TZVPD RIJCOSX def2/J DEFGRID3
* xyz 1 1
Pd -0.63 0.62 -0.94
C 0.60 -1.89 1.48
C 0.67 -2.46 0.09
As 0.96 -1.07 -1.25
C 2.82 -0.61 -1.25
C 3.63 -0.96 -2.32
C 4.99 -0.67 -2.27
C 5.52 -0.02 -1.17
C 4.70 0.35 -0.11
C 3.35 0.06 -0.15
C 0.62 -1.87 -2.96
C 0.59 -3.25 -3.13
C 0.34 -3.78 -4.38
C 0.11 -2.94 -5.46
C 0.14 -1.56 -5.29
C 0.39 -1.02 -4.04
As -0.38 -0.17 1.58
C 0.99 1.00 2.32
C 1.77 0.60 3.40
C 2.79 1.42 3.87
C 3.04 2.64 3.24
C 2.27 3.03 2.16
C 1.24 2.22 1.70
C -1.54 -0.46 3.10
C -2.35 -1.59 3.11
C -3.22 -1.82 4.17
C -3.29 -0.90 5.21
C -2.50 0.24 5.19
C -1.63 0.46 4.14
H 1.60 -1.70 1.89
H 0.10 -2.58 2.16
H -0.28 -2.92 -0.20
H 1.46 -3.21 0.00
H 3.22 -1.47 -3.18
H 5.62 -0.95 -3.10
H 6.58 0.21 -1.14
H 5.12 0.87 0.74
H 2.72 0.38 0.67
H 0.78 -3.91 -2.29
H 0.33 -4.85 -4.52
H -0.08 -3.36 -6.44
H -0.04 -0.91 -6.13
H 0.40 0.06 -3.90
H 1.57 -0.34 3.91
H 3.39 1.11 4.71
H 3.84 3.27 3.60
H 2.46 3.98 1.68
H 0.64 2.53 0.86
H -2.31 -2.31 2.30
H -3.83 -2.71 4.18
H -3.97 -1.08 6.03
H -2.57 0.95 6.00
H -1.03 1.36 4.13
N -4.02 -2.37 -1.00
C -3.33 -1.22 -0.79
N -3.98 -0.21 -0.19
O -2.13 -1.17 -1.10
H -5.02 -2.42 -0.89
H -3.58 -3.06 -1.57
H -4.97 -0.28 0.01
H -3.56 0.69 -0.03
O 0.14 2.35 -2.03
C -0.88 2.98 -1.71
C -1.28 4.38 -2.06
C -2.64 4.50 -1.36
C -2.87 3.14 -0.72
O -3.86 2.77 -0.13
N -1.76 2.35 -0.95
H -1.32 4.49 -3.14
H -0.53 5.09 -1.70
H -3.46 4.71 -2.05
H -2.66 5.26 -0.59
*
```

Gap between HOMO and LUMO (alpha / beta) ... 7.296 / 7.296 eV

Entry 2:
The following is a DFT calculation (ωB97M-V/def2-TZVPD) of a structure of composition C31H32BN8RhS.

Structure (ORCA input):
```
! wB97M-V def2-TZVPD RIJCOSX def2/J DEFGRID3
* xyz 2 1
Rh 0.59 0.25 0.00
C 2.74 -0.94 4.74
C 2.20 -0.06 3.68
C 2.09 1.33 3.65
C 1.45 1.64 2.44
N 1.23 0.49 1.81
N 1.66 -0.54 2.54
B 1.25 -1.95 2.03
N -0.28 -1.88 1.77
N -0.79 -0.98 0.88
C -2.12 -1.13 0.84
C -2.47 -2.13 1.75
C -1.29 -2.59 2.30
C -1.08 -3.65 3.32
C -3.04 -0.35 -0.02
C -4.41 -0.49 0.18
C -5.32 0.21 -0.59
C -4.88 1.06 -1.60
C -3.52 1.20 -1.82
C -2.62 0.50 -1.04
N 1.93 -2.19 0.66
N 1.59 -1.38 -0.36
C 2.11 -1.85 -1.50
C 2.83 -3.01 -1.18
C 2.69 -3.19 0.18
C 3.21 -4.29 1.05
C 1.81 -1.24 -2.79
C 0.74 -0.36 -2.93
C 0.39 0.20 -4.14
C 1.13 -0.14 -5.27
C 2.20 -1.02 -5.16
C 2.54 -1.57 -3.93
C 0.92 2.86 1.84
C -0.23 2.74 1.04
C -0.79 3.84 0.41
C -0.19 5.09 0.57
C 0.94 5.22 1.37
C 1.50 4.11 2.00
H 3.14 -0.33 5.55
H 3.53 -1.58 4.36
H 1.96 -1.58 5.15
H 2.39 2.01 4.42
H 1.54 -2.80 2.82
H -3.45 -2.51 1.97
H -2.03 -4.08 3.60
H -0.60 -3.26 4.22
H -0.45 -4.45 2.93
H -4.78 -1.15 0.96
H -6.38 0.09 -0.42
H -5.59 1.60 -2.20
H -3.17 1.85 -2.61
H -1.56 0.62 -1.26
H 3.34 -3.66 -1.87
H 3.82 -4.96 0.45
H 2.39 -4.86 1.49
H 3.82 -3.89 1.86
H 0.16 -0.09 -2.04
H -0.46 0.87 -4.22
H 0.86 0.26 -6.24
H 2.76 -1.29 -6.04
H 3.37 -2.26 -3.87
H -0.82 1.81 1.07
H -1.71 3.74 -0.15
H -0.63 5.96 0.11
H 1.39 6.19 1.50
H 2.39 4.23 2.61
N 3.21 2.46 -3.04
C 2.26 2.39 -2.12
N 1.15 3.10 -2.26
S 2.56 1.39 -0.74
H 3.19 3.12 -3.79
H 4.02 1.86 -2.96
H 1.00 3.71 -3.05
H 0.52 3.18 -1.48
*
```

Gap between HOMO and LUMO ... 6.653 eV

no.,electronic energy (eV)
1,-168432.7675
2,-59097.4481